Entry 1:
Computed, not measured: a cluster of 5 separate species, C19H30NO11 in total, with ωB97M-V/def2-TZVPD.

As for the energy: -1624.2863 Eh. Its energy above the lowest of the compared OMol25 structures with the same formula, charge and spin is 0.00 kcal per mole. Its total charge is -1. For the gap between HOMO and LUMO, the calculation gives 4.04 eV. Its highest occupied orbital energy is -2.10 eV.

Last column: Löwdin charge in e.
Element x y z (Å)
C: -0.2890 0.0253 3.6020  -0.1619
O: -0.5344 1.3951 3.4182  -0.2234
C: -1.9337 1.7489 3.6044  -0.3036
C: -2.9669 1.0955 2.7470  -0.2161
O: -3.3940 -0.2010 3.3574  -0.1920
N: -4.2784 -0.0597 4.3156  -0.1492
O: -4.6752 -1.1208 4.7309  -0.0937
H: -0.7768 -0.5860 2.8376  0.0777
H: -0.6060 -0.3331 4.5871  0.0865
H: 0.7784 -0.1333 3.5091  0.0526
H: -2.2344 1.6229 4.6513  0.0902
H: -1.9696 2.8143 3.3906  0.0771
H: -2.5260 0.8055 1.7933  0.0234
O: 2.1867 -1.6439 2.3822  0.1199
C: 2.2749 -1.2318 1.2666  -0.4760
O: 2.8471 -1.9428 0.2566  0.0182
C: 2.8928 -1.1462 -0.9420  -0.1646
C: 1.8075 -0.0920 -0.7632  -0.1490
C: 1.8149 0.1181 0.7498  -0.0584
H: 3.8889 -0.7053 -1.0269  0.1256
H: 2.7197 -1.7861 -1.8027  0.0958
H: 1.9954 0.8111 -1.3418  0.1088
H: 0.8465 -0.5012 -1.0758  0.1192
H: 2.5412 0.8699 1.0631  0.1368
H: 0.8407 0.3688 1.1631  0.1141
O: -0.6500 -2.1556 -3.8997  0.1304
C: 0.1089 -1.3526 -4.3507  -0.4859
O: 1.3136 -1.0926 -3.7839  -0.0071
C: 1.9769 -0.0198 -4.4759  -0.1502
C: 1.3436 0.0104 -5.8620  -0.1468
C: -0.0797 -0.4640 -5.5674  -0.0708
H: 1.8038 0.9041 -3.9199  0.1243
H: 3.0443 -0.2289 -4.4945  0.1208
H: 1.4033 0.9881 -6.3351  0.1140
H: 1.8448 -0.7099 -6.5102  0.1154
H: -0.7423 0.3569 -5.2897  0.1324
H: -0.5249 -1.0292 -6.3811  0.1220
O: 5.2826 -1.8992 -3.2868  0.1160
C: 4.7528 -2.9101 -3.6394  -0.4955
O: 4.1358 -3.0233 -4.8431  0.0103
C: 3.4762 -4.2988 -4.9443  -0.1509
C: 4.1910 -5.2007 -3.9432  -0.1471
C: 4.5976 -4.2014 -2.8611  -0.0662
H: 2.4219 -4.1596 -4.6960  0.1265
H: 3.5544 -4.6469 -5.9713  0.1217
H: 3.5676 -6.0174 -3.5869  0.1163
H: 5.0821 -5.6308 -4.4028  0.1151
H: 3.8119 -4.0566 -2.1170  0.1302
H: 5.5267 -4.4540 -2.3592  0.1272
O: -3.2302 5.4917 3.6202  0.1111
C: -4.0698 4.9980 4.3135  -0.4958
O: -3.8229 3.9889 5.1710  0.0169
C: -5.0318 3.5305 5.7868  -0.1547
C: -6.0026 4.7032 5.6769  -0.1605
C: -5.5476 5.3551 4.3720  -0.0809
H: -5.3716 2.6472 5.2423  0.1205
H: -4.8116 3.2476 6.8135  0.1220
H: -7.0465 4.3948 5.6863  0.1084
H: -5.8468 5.3948 6.5077  0.1091
H: -6.0335 4.9143 3.5005  0.1287
H: -5.6778 6.4339 4.3568  0.1152

---

Entry 2:
Computed, not measured: an isolated molecule of C19H30O4S2 in a non-equilibrium geometry, with ωB97M-V/def2-TZVPD.

As for the energy: -1839.2913 Eh. Its energy above the lowest of the compared OMol25 structures with the same formula, charge and spin is 2.35 kcal per mole. For the gap between HOMO and LUMO, the calculation gives 9.05 eV. Its highest occupied orbital energy is -8.56 eV.

Last column: Löwdin charge in e.
Element x y z (Å)
C: -2.1939 -3.7580 -2.8055  -0.1098
C: -2.9282 -2.9981 -1.7073  -0.2564
C: -1.9847 -2.3687 -0.6778  -0.2624
C: -1.3468 -3.3996 0.2357  -0.3115
H: -2.0330 -3.7783 0.9918  0.1016
H: -0.9505 -4.2429 -0.3295  0.0809
S: 0.1381 -2.7218 1.1032  0.9571
O: 0.5516 -3.7785 2.0324  -0.5330
C: -0.7489 -1.4698 2.1694  -0.2201
H: -1.8088 -1.6982 2.2378  0.0893
H: -0.2778 -1.5453 3.1489  0.1062
C: -0.5327 -0.0941 1.5658  -0.4130
C: -1.1358 1.0200 2.4083  -0.2288
H: -0.9771 0.8345 3.4699  0.0913
H: -0.6986 1.9809 2.1476  0.0963
S: -2.9894 1.1140 2.1607  0.9527
O: -3.3547 -0.0861 1.4012  -0.5407
C: -3.0098 2.5039 0.9289  -0.3302
C: -2.4534 2.0881 -0.4190  -0.2575
C: -2.8487 3.0454 -1.5438  -0.2582
C: -2.2449 4.4347 -1.3743  -0.1095
H: -1.1619 4.3707 -1.2912  0.0754
H: -2.6325 4.9246 -0.4841  0.0653
H: -2.4840 5.0570 -2.2333  0.0696
H: -2.5045 2.6204 -2.4883  0.1088
H: -3.9371 3.1227 -1.5905  0.1089
H: -2.8485 1.0943 -0.6482  0.1055
H: -1.3643 2.0216 -0.3807  0.1090
H: -4.0641 2.7691 0.8365  0.0906
H: -2.4754 3.3312 1.3895  0.0847
H: -0.9646 -0.0704 0.5589  0.1062
O: 0.8743 0.1398 1.4430  -0.0032
C: 1.4030 0.0753 0.2081  -0.4605
O: 0.7393 -0.0886 -0.7889  0.0946
C: 2.8682 0.2442 0.2153  -0.1251
C: 3.5411 0.2577 -1.0043  0.0000
C: 4.9136 0.4000 -1.0391  -0.0313
C: 5.6438 0.5288 0.1371  -0.2707
C: 4.9640 0.5125 1.3528  -0.0332
C: 3.5928 0.3715 1.3990  -0.0011
H: 3.0747 0.3522 2.3445  0.1181
H: 5.5242 0.6079 2.2718  0.1150
C: 7.1310 0.6917 0.1110  -0.0488
H: 7.4013 1.7033 0.4139  0.0857
H: 7.5274 0.5133 -0.8850  0.0750
H: 7.6026 0.0009 0.8075  0.0827
H: 5.4276 0.4078 -1.9894  0.1112
H: 2.9681 0.1527 -1.9131  0.1199
H: -2.5594 -1.6604 -0.0780  0.0806
H: -1.1980 -1.8209 -1.2031  0.1027
H: -3.6227 -3.6686 -1.1963  0.1097
H: -3.5174 -2.2013 -2.1658  0.1049
H: -2.9005 -4.1307 -3.5437  0.0683
H: -1.4845 -3.1039 -3.3077  0.0749
H: -1.6497 -4.6087 -2.4030  0.0622

---

Entry 3:
Computed, not measured: a structure of composition C19H31AuN2OP in a non-equilibrium geometry, with ωB97M-V/def2-TZVPD.

As for the energy: -1404.1487 Eh. Its energy above the lowest of the compared OMol25 structures with the same formula, charge and spin is 10.39 kcal per mole. Its total charge is +1. For the gap between HOMO and LUMO, the calculation gives 9.98 eV. Its highest occupied orbital energy is -12.10 eV.

Last column: Löwdin charge in e.
Element x y z (Å)
Au: -0.2713 -0.5422 -1.1669  0.6599
C: 2.2540 -2.9739 -0.8467  -0.1013
C: 2.3966 -2.0042 0.3621  -0.6759
C: 2.9754 -2.7627 1.5557  -0.0776
C: 3.3692 -0.9336 -0.1352  -0.1077
P: 0.6943 -1.2505 0.7729  0.9673
C: -0.2883 -2.6499 1.3562  -0.3765
C: -0.2909 -3.0129 2.7299  -0.0991
C: -1.1681 -3.9785 3.2298  -0.0728
C: -1.9954 -4.6571 2.3748  -0.0787
C: -1.9981 -4.3267 1.0347  -0.0828
C: -1.1622 -3.3605 0.5217  -0.1165
C: 0.6195 0.1648 2.0510  -0.6799
C: 1.7815 0.0516 2.9898  -0.1091
C: 0.6984 1.4774 1.2660  -0.1336
C: -0.6944 0.1122 2.8905  -0.0605
H: 3.2586 -3.3603 -1.0754  0.0933
H: 1.8831 -2.4923 -1.7889  0.0765
H: 1.6644 -3.8179 -0.5892  0.0613
H: 3.8092 -3.3444 1.1829  0.0883
H: 2.2510 -3.3810 2.0603  0.0634
H: 3.4152 -2.1155 2.3638  0.0946
H: 4.3464 -1.3639 -0.4356  0.1048
H: 3.5293 -0.2152 0.6862  0.0638
H: 3.0072 -0.3292 -0.9673  0.0692
H: 0.4033 -2.5395 3.4346  0.0966
H: -1.1699 -4.1583 4.3169  0.1224
H: -2.7100 -5.3756 2.8285  0.1283
H: -2.7082 -4.8647 0.4034  0.1165
H: -1.2023 -3.1084 -0.5756  0.0915
H: 2.7462 0.0842 2.4578  0.0688
H: 1.6949 -0.8471 3.5903  0.0674
H: 1.8037 0.8930 3.7396  0.1181
H: 1.4070 1.3929 0.4181  0.0598
H: 1.0434 2.3074 1.8806  0.0879
H: -0.2961 1.7568 0.8641  0.0731
H: -0.6407 -0.6107 3.7001  0.0733
H: -1.5026 -0.0912 2.2023  0.0794
H: -0.7926 1.0918 3.3184  0.0857
N: -1.0105 0.7918 -2.6712  0.0364
C: -1.3022 1.8924 -2.9239  -0.2369
N: -1.7173 3.0993 -3.1969  -0.0610
C: -3.1542 3.3840 -3.4399  -0.0942
C: -3.3414 4.6341 -4.2866  -0.1568
O: -2.6424 5.7055 -3.6184  -0.1348
C: -1.2505 5.4604 -3.6011  -0.2184
C: -0.8370 4.2485 -2.8062  -0.1014
H: -3.6276 3.5972 -2.4596  0.1440
H: -3.6226 2.5225 -3.9141  0.1355
H: -4.4284 4.8143 -4.3368  0.1413
H: -2.8948 4.5635 -5.2835  0.1303
H: -0.8042 6.4297 -3.1605  0.1620
H: -0.8492 5.4495 -4.6452  0.1360
H: -0.9086 4.4966 -1.7032  0.1454
H: 0.2303 4.0465 -2.9548  0.1338

---

Entry 4:
Computed, not measured: a structure of composition C19H31BrCuO2SSi, with ωB97M-V/def2-TZVPD.

As for the energy: -5795.4311 Eh. Its energy above the lowest of the compared OMol25 structures with the same formula, charge and spin is 0.00 kcal per mole. Its total charge is -1. For the gap between HOMO and LUMO, the calculation gives 6.29 eV. Its highest occupied orbital energy is -3.86 eV.

Last column: Löwdin charge in e.
Element x y z (Å)
Cu: 2.4152 -1.6416 -1.0873  -0.1410
O: 4.9053 1.1272 -2.1257  0.0148
C: 3.8174 0.5784 -1.9805  -0.6359
O: 3.3889 0.0594 -0.8832  -0.1560
C: 2.8305 0.6515 -3.1463  -0.1702
C: 2.6373 1.9388 -3.6481  -0.0539
C: 1.7243 2.2125 -4.6525  -0.1196
C: 1.0001 1.1611 -5.1993  -0.1271
C: 1.1994 -0.1258 -4.7331  -0.1568
C: 2.1024 -0.4199 -3.6992  -0.6191
S: 2.2316 -2.1254 -3.2203  0.5518
H: 3.2378 2.7335 -3.2221  0.1104
H: 1.5867 3.2267 -5.0085  0.0848
H: 0.2819 1.3411 -5.9917  0.0870
H: 0.6405 -0.9502 -5.1599  0.0824
C: -2.8469 -0.5151 2.7480  -0.0935
C: -1.8951 -1.5327 2.0963  -0.6289
C: -1.4055 -2.4910 3.1944  -0.1278
C: -2.7071 -2.3956 1.1189  -0.1104
Si: -0.4473 -0.6284 1.1949  0.5357
Br: 1.0408 -2.3448 0.8603  0.6456
C: -0.9324 0.0613 -0.5227  -0.6012
C: -2.2479 0.8566 -0.4193  -0.0941
C: 0.1397 1.0080 -1.0855  -0.0808
C: -1.1141 -1.0575 -1.5623  -0.1026
C: 0.4873 0.6127 2.3164  -0.6222
C: -0.2555 1.9595 2.3676  -0.0910
C: 0.6285 0.0947 3.7542  -0.1125
C: 1.9136 0.8612 1.7989  -0.1090
H: -3.7042 -1.0500 3.1725  0.0838
H: -3.2356 0.2163 2.0386  0.0637
H: -2.3681 0.0284 3.5632  0.0625
H: -2.2823 -2.9309 3.6836  0.0826
H: -0.8109 -2.0015 3.9621  0.0531
H: -0.8141 -3.3070 2.7800  0.0459
H: -3.4698 -2.9425 1.6850  0.0832
H: -2.0785 -3.1311 0.6134  0.0755
H: -3.2218 -1.8089 0.3599  0.0608
H: -2.1984 1.6617 0.3175  0.0667
H: -3.1067 0.2286 -0.1805  0.0592
H: -2.4435 1.3185 -1.3925  0.0882
H: 0.2209 1.9361 -0.5177  0.0740
H: -0.1324 1.2722 -2.1130  0.0928
H: 1.1275 0.5492 -1.1279  0.0459
H: -1.8451 -1.8102 -1.2693  0.0572
H: -0.1713 -1.5583 -1.7916  0.0190
H: -1.4606 -0.6007 -2.4956  0.0912
H: -1.2817 1.8664 2.7286  0.0651
H: -0.2801 2.4510 1.3960  0.0622
H: 0.2756 2.6272 3.0549  0.0852
H: -0.3261 0.0272 4.2777  0.0603
H: 1.2591 0.7944 4.3132  0.0846
H: 1.1153 -0.8820 3.7866  0.0742
H: 1.9633 1.2129 0.7727  0.0563
H: 2.5265 -0.0391 1.8417  0.0592
H: 2.3853 1.6160 2.4385  0.0889